#one
Here is a single CH2ClOP molecule from OMol25. Energies are from ωB97M-V with the def2-TZVPD basis set.

Cartesian coordinates (Å):
Cl 0.04 1.66 -0.01
P 1.26 -0.53 0.57
O 1.79 -1.00 -0.69
C -0.66 0.06 0.14
H -0.78 -0.51 -0.80
H -1.64 0.31 0.79

Calculated values
HOMO energy: -9.435 eV
orbital gap: 9.1 eV
E_LUMO: -0.35 eV

Atomic partial charges in e from the Mulliken method, atoms 1 to 2: atom 1 (Cl): -0.139, atom 2 (P): 0.392

#two
Here is a single CH2ClOP molecule from OMol25. Energies are from ωB97M-V with the def2-TZVPD basis set.

Cartesian coordinates (Å):
Cl -1.95 1.08 -0.28
P 0.97 0.44 0.59
O -1.01 -1.49 -0.23
C -0.71 0.07 0.04
H 1.16 -0.92 0.38
H 1.54 0.82 -0.50

Calculated values
HOMO energy (spin up / spin down): -9.841 / -9.843 eV
orbital gap (spin up / spin down): 8.6 / 8.6 eV
SMILES string: O=C(P)Cl
E_LUMO (spin up / spin down): -1.22 / -1.22 eV

Atomic partial charges in e from the Mulliken method, atoms 1 to 2: atom 1 (Cl): -0.050, atom 2 (P): -0.050

Most stable to least stable, the ends of the list are #one and #two.

#one
Here is 2 unconnected molecules or ions with the total composition C4H4F3N from OMol25. Energies are from ωB97M-V with the def2-TZVPD basis set.

Cartesian coordinates (Å):
F 1.77 -1.11 -0.76
F 2.59 0.21 0.55
F 1.41 -1.41 1.29
N 0.33 1.74 0.14
C 1.47 -0.47 0.32
C -0.23 1.27 1.20
C -1.64 -0.47 -1.24
C 0.23 0.27 0.28
H -0.59 1.50 2.11
H -1.25 -0.73 -2.15
H -1.97 -1.24 -0.60
H -2.12 0.46 -1.12

Calculated values
HOMO energy (spin up / spin down): -9.060 / -9.092 eV
orbital gap (spin up / spin down): 8.9 / 8.8 eV
E_LUMO (spin up / spin down): -0.12 / -0.30 eV

Atomic partial charges in e from the Mulliken method, atoms 1 to 2: atom 1 (F): -0.270, atom 2 (F): -0.269

#two
Here is 2 unconnected molecules or ions with the total composition C4H4F3N from OMol25. Energies are from ωB97M-V with the def2-TZVPD basis set.

Cartesian coordinates (Å):
F -2.46 -0.36 0.89
F -2.09 0.32 -1.08
F -0.92 -1.24 -0.33
N 1.95 -0.66 -0.13
C 0.58 1.37 -0.18
C -1.42 -0.11 -0.02
C -0.48 1.00 0.44
C 1.90 -1.80 -0.06
H 1.79 -2.87 -0.01
H 1.27 2.09 0.25
H 0.80 0.95 -1.17
H -0.91 1.29 1.39

Calculated values
HOMO energy: -10.287 eV
orbital gap: 11.2 eV
SMILES string: C=CC(F)(F)F.C#N
E_LUMO: 0.90 eV

Atomic partial charges in e from the Mulliken method, atoms 1 to 2: atom 1 (F): -0.310, atom 2 (F): -0.260

Most stable to least stable, the ends of the list are #two and #one.

#one
Here is 3 unconnected molecules or ions with the total composition C22H25N3O3 from OMol25. Energies are from ωB97M-V with the def2-TZVPD basis set.

Cartesian coordinates (Å):
O 1.54 2.53 -1.34
O -1.78 -4.04 0.42
O 2.40 -2.15 2.09
N 2.78 -0.23 0.08
N 1.58 6.61 -0.57
N -3.17 -6.09 2.28
C 2.87 7.82 -1.89
C -4.44 -5.60 2.46
C -0.07 -1.08 -2.17
C 1.18 1.88 -2.53
C 1.97 7.88 -0.86
C 3.02 6.44 -2.23
C -3.04 -7.28 2.94
C -1.00 -2.78 2.24
C -0.81 -1.95 -1.38
C 2.21 5.72 -1.40
C 0.52 2.52 -0.35
C -0.70 3.39 -0.71
C -5.13 -6.50 3.24
C 1.25 -2.03 1.76
C -1.12 -3.11 0.81
C 1.81 0.49 -2.64
C 1.61 -0.82 -0.43
C 0.84 -1.68 0.38
C 0.13 -2.25 2.70
C -4.24 -7.56 3.54
C 1.12 -0.50 -1.72
C -0.36 -2.23 -0.10
H 3.66 6.03 -3.00
H 0.24 -2.00 3.75
H 2.86 0.58 -2.40
H 0.98 2.94 0.54
H -4.74 -4.67 2.01
H -2.11 -7.82 2.92
H 1.56 2.49 -3.36
H 1.59 8.72 -0.31
H -4.45 -8.43 4.14
H 1.71 0.13 -3.66
H 3.45 -0.08 -0.67
H 3.37 8.65 -2.35
H -2.45 -5.63 1.75
H -1.54 2.76 -0.98
H -6.15 -6.40 3.55
H 3.22 -0.84 0.75
H 0.20 1.51 -0.10
H 2.02 4.66 -1.33
H -1.72 -2.40 -1.74
H -1.84 -2.97 2.90
H -0.46 4.07 -1.53
H 0.92 6.36 0.15
H -1.01 3.96 0.16
H -0.41 -0.85 -3.17
H 0.10 1.79 -2.66

Calculated values
HOMO energy: -8.034 eV
orbital gap: 6.8 eV
SMILES string: CCOCCc1ccc2c(c1N)C(=O)C=CC2=O.c1cc[nH]c1.c1cc[nH]c1
E_LUMO: -1.22 eV

Atomic partial charges in e from the Mulliken method, atoms 1 to 2: atom 1 (O): -0.406, atom 2 (O): -0.631

#two
Here is 2 unconnected molecules or ions with the total composition C22H25N3O3 from OMol25. Energies are from ωB97M-V with the def2-TZVPD basis set.

Cartesian coordinates (Å):
O -3.11 -2.66 0.47
O -1.23 -2.99 1.72
O 1.21 -3.65 -0.74
N 0.70 0.80 -5.65
N -1.06 -3.15 -0.56
N -2.83 -11.09 -5.31
C -2.88 -9.77 -4.84
C -1.62 -11.88 -5.14
C -3.54 -8.20 -3.11
C -2.20 -4.75 -3.76
C -0.57 -1.29 -5.80
C -1.24 -2.47 -3.77
C -2.19 -8.73 -5.50
C -1.17 -2.37 -5.19
C -0.05 1.76 -6.43
C -0.65 -1.43 -3.01
C -2.69 -5.88 -3.11
C -3.61 -9.46 -3.65
C -1.85 -3.58 -3.10
C -2.14 -7.46 -4.96
C 0.19 -3.41 -0.09
C 0.05 -0.28 -5.02
C 0.01 -0.38 -3.61
C 2.09 0.69 -6.05
C 0.12 -3.35 1.44
C -3.66 -11.52 -6.41
C -2.79 -7.16 -3.73
C -1.92 -2.91 0.49
H -3.03 -5.78 -2.07
H -2.05 -3.49 -2.03
H -1.57 -6.69 -5.47
H 0.83 -2.60 1.83
H -3.92 -12.58 -6.25
H 2.58 1.66 -5.89
H -4.07 -7.98 -2.18
H -0.70 -1.50 -1.93
H -3.15 -11.43 -7.37
H -1.61 -3.16 -5.81
H 0.50 0.40 -3.01
H -0.54 -1.20 -6.89
H -4.18 -10.27 -3.18
H -1.09 1.80 -6.09
H -1.91 -12.93 -5.02
H -0.03 1.51 -7.51
H -4.58 -10.92 -6.43
H -0.95 -11.80 -6.01
H -2.07 -4.81 -4.84
H 0.37 -4.33 1.87
H 2.18 0.44 -7.12
H 0.42 2.74 -6.31
H -1.09 -11.54 -4.24
H 2.60 -0.08 -5.46
H -1.68 -8.96 -6.44

Calculated values
HOMO energy: -8.223 eV
orbital gap: 5.7 eV
E_LUMO: -2.51 eV

Atomic partial charges in e from the Mulliken method, atoms 1 to 2: atom 1 (O): -0.649, atom 2 (O): -0.398

Most stable to least stable, the ends of the list are #one and #two.

#one
Here is a gas-phase ion, H2O5P2 (charge -2) from OMol25. Energies are from ωB97M-V with the def2-TZVPD basis set.

Cartesian coordinates (Å):
P -0.79 1.70 -0.12
P 0.70 0.09 -1.22
O 1.90 0.38 -0.30
O -0.16 1.11 1.34
O 0.31 -1.72 -0.98
O 0.99 0.45 -2.63
O -2.26 1.40 -0.15
H 0.57 0.69 0.92
H 0.15 -1.82 -0.02

Calculated values
HOMO energy: 1.318 eV
orbital gap: 5.8 eV
SMILES string: O=P(O)=P([O-])([O-])O
total charge: -2
E_LUMO: 7.07 eV

Atomic partial charges in e from the Mulliken method, atoms 1 to 2: atom 1 (P): -0.088, atom 2 (P): 0.435

#two
Here is a gas-phase ion, H2O5P2 (charge -2) from OMol25. Energies are from ωB97M-V with the def2-TZVPD basis set.

Cartesian coordinates (Å):
P -0.41 -1.38 0.47
P 0.66 0.69 0.51
O 0.99 1.30 1.84
O -0.77 1.40 -0.02
O 1.77 0.83 -0.50
O 0.08 -1.63 -1.13
O -1.83 -0.85 0.24
H 0.77 -0.88 -1.18
H -1.26 0.51 -0.23

Calculated values
HOMO energy: 0.966 eV
orbital gap: 6.3 eV
SMILES string: O=P(O)=P([O-])([O-])O
total charge: -2
E_LUMO: 7.30 eV

Atomic partial charges in e from the Mulliken method, atoms 1 to 2: atom 1 (P): -0.209, atom 2 (P): 0.544

Most stable to least stable, the ends of the list are #two and #one.

#one
Here is 2 unconnected molecules or ions with the total composition CH2N2O3Si from OMol25. Energies are from ωB97M-V with the def2-TZVPD basis set.

Cartesian coordinates (Å):
Si 0.10 -0.01 -0.46
O 0.85 -1.95 1.11
O 1.47 0.77 -0.30
O -0.81 -0.73 1.83
N -0.01 -1.13 0.98
N -2.13 2.03 -0.25
C -1.30 1.26 -0.13
H 2.38 0.47 -0.60
H -0.54 -0.70 -2.18

Calculated values
HOMO energy: -11.217 eV
orbital gap: 10.5 eV
E_LUMO: -0.74 eV

Atomic partial charges in e from the Mulliken method, atoms 1 to 2: atom 1 (Si): 0.335, atom 2 (O): -0.565

#two
Here is 2 unconnected molecules or ions with the total composition CH2N2O3Si from OMol25. Energies are from ωB97M-V with the def2-TZVPD basis set.

Cartesian coordinates (Å):
Si -1.05 0.35 0.76
O 2.41 -1.16 0.48
O -2.40 2.81 0.11
O -0.83 1.49 -0.48
N -0.16 -2.05 -0.69
N -1.42 2.67 -0.52
C -0.64 -1.05 -0.41
H 1.96 -1.23 -0.38
H 2.13 -1.84 1.12

Calculated values
HOMO energy: -10.442 eV
orbital gap: 8.6 eV
E_LUMO: -1.89 eV

Atomic partial charges in e from the Mulliken method, atoms 1 to 2: atom 1 (Si): 0.184, atom 2 (O): -0.671

Most stable to least stable, the ends of the list are #one and #two.

#one
Here is 13 unconnected molecules or ions with the total composition C19H64N2O13 from OMol25. Energies are from ωB97M-V with the def2-TZVPD basis set.

Cartesian coordinates (Å):
O 4.09 -1.85 -0.71
O -0.62 0.15 1.15
O -3.86 2.08 3.41
O 2.56 5.14 0.48
O 0.85 -5.15 1.38
O -2.60 -1.94 1.75
O 1.70 0.67 3.08
O -0.77 2.33 -3.29
O 2.67 -2.19 3.20
O 1.82 -3.93 -3.43
O -3.12 0.57 -0.16
O -2.91 -0.29 -3.19
O -2.04 4.32 -0.04
N -0.01 3.59 -1.01
N 0.00 4.87 0.63
C -3.42 1.71 -0.81
C 2.05 -2.14 1.88
C 1.08 -1.95 -2.44
C -2.83 -1.73 -3.33
C 0.79 -3.05 -3.41
C -2.79 -1.89 3.14
C 0.08 1.33 -3.88
C 1.02 1.88 3.41
C 3.87 -0.45 -0.69
C 1.52 1.41 -3.44
C -3.80 -2.45 -2.22
C -0.74 4.28 -0.22
C -0.31 -3.99 -0.39
C 0.03 0.32 -0.11
C -0.38 -4.80 0.90
C 3.02 2.77 0.22
C -1.44 -1.96 3.77
C -2.52 2.02 3.01
C 3.51 4.13 0.77
H 1.92 0.29 3.90
H -1.89 -2.21 -3.09
H 0.73 1.19 -0.06
H 1.02 4.97 0.62
H 2.61 -2.56 1.05
H 0.01 -3.02 -0.21
H -2.69 2.07 -1.42
H 0.57 -0.65 -0.21
H 1.71 2.70 3.69
H 4.81 0.05 -0.57
H 2.08 0.85 -4.18
H -3.45 -1.04 3.37
H -0.34 3.16 -1.93
H 2.21 -1.63 3.80
H -3.18 -2.10 -4.32
H -1.95 2.77 3.57
H -4.80 -2.00 -2.34
H -3.51 -2.42 -1.17
H -2.23 0.58 0.26
H -1.07 -5.56 0.52
H 1.83 2.44 -3.45
H -4.17 1.49 -1.56
H -0.79 -1.08 3.75
H -3.33 -2.80 3.40
H 0.69 -5.23 2.35
H -2.08 1.04 3.13
H 0.43 -4.47 -1.05
H -1.65 -2.18 4.88
H -1.90 -1.28 1.57
H 0.01 1.37 -4.95
H 4.55 -2.04 0.13
H -2.62 -0.03 -2.30
H 1.01 -2.58 2.00
H 1.87 1.05 -2.52
H 2.65 -3.50 -3.41
H 3.86 2.08 0.39
H 1.85 -1.18 1.55
H -4.01 1.44 4.13
H 0.18 -1.34 -2.19
H 3.55 4.24 1.88
H -3.90 -3.48 -2.48
H -0.60 0.27 -1.02
H -3.81 2.54 -0.20
H 0.34 1.59 4.11
H 2.11 2.41 0.78
H -0.91 -4.16 1.63
H 0.45 2.17 2.57
H 2.92 5.96 0.77
H 4.48 4.50 0.31
H -0.28 0.39 -3.70
H 3.40 0.01 -1.55
H 2.88 3.03 -0.87
H -2.49 2.41 1.97
H 0.00 -0.03 1.88
H -1.32 -3.87 -0.87
H -0.46 5.32 1.40
H 0.98 3.66 -0.98
H 3.31 -0.20 0.17
H 1.75 -1.20 -2.75
H 0.69 -2.64 -4.40
H -0.93 -2.84 3.34
H -0.79 3.15 -3.81
H -0.21 -3.44 -3.16
H 1.40 -2.30 -1.51

Calculated values
HOMO energy: -8.737 eV
orbital gap: 8.7 eV
E_LUMO: -0.05 eV

Atomic partial charges in e from the Mulliken method, atoms 1 to 2: atom 1 (O): -0.553, atom 2 (O): 0.771

#two
Here is 13 unconnected molecules or ions with the total composition C19H64N2O13 from OMol25. Energies are from ωB97M-V with the def2-TZVPD basis set.

Cartesian coordinates (Å):
O 0.90 0.36 -2.53
O 0.42 -2.27 4.57
O -2.94 1.48 -1.18
O -1.26 -1.39 -3.08
O 3.51 -3.97 -0.85
O -1.62 2.03 -5.30
O 4.58 3.55 1.09
O -0.89 -3.42 2.02
O -4.75 -1.98 0.78
O -0.04 5.18 -0.92
O -0.04 4.39 1.88
O -0.65 -4.06 -2.69
O -0.62 0.37 -0.09
N 1.18 1.86 -4.27
N 3.07 1.00 -3.11
C -1.69 -1.17 4.54
C 1.65 1.04 -3.26
C 0.48 0.08 5.13
C -4.03 -1.78 -0.43
C -1.57 -1.47 -4.46
C -0.55 -0.81 0.73
C 3.23 2.10 2.44
C -3.32 2.26 -0.10
C 2.19 -2.11 -0.01
C -0.32 -1.24 5.20
C 4.65 -2.29 0.56
C -0.35 4.01 -1.67
C -2.78 2.29 -4.43
C 3.09 2.11 -0.09
C 3.55 -2.58 -0.50
C -2.03 -4.26 2.32
C -1.26 -4.30 -1.40
C -0.26 3.02 2.20
C 3.26 2.95 1.14
H 1.42 -2.11 -0.80
H -2.19 -0.27 4.79
H -0.16 4.89 -0.01
H -5.66 -1.74 0.70
H 4.58 -1.32 1.02
H -0.93 -2.19 -4.99
H 1.24 -2.38 5.09
H -3.59 1.73 0.80
H 4.60 -2.99 1.41
H -1.26 -5.36 -1.22
H -2.39 2.14 -3.43
H 2.27 1.58 2.49
H 4.07 1.38 2.39
H -2.21 0.93 -0.90
H 0.06 4.17 -2.67
H -2.58 2.97 0.26
H -3.18 3.27 -4.63
H 3.61 1.74 -3.56
H 3.36 2.62 3.40
H -1.84 -5.15 2.92
H 3.51 0.40 -2.39
H -0.66 -3.82 -0.55
H 3.82 1.28 -0.14
H -0.51 -1.59 6.23
H -0.17 0.16 -0.91
H 0.25 1.79 -4.69
H -2.30 -2.05 4.71
H -2.60 -1.82 -4.62
H -2.74 -3.61 2.87
H -0.49 -0.79 -2.94
H 2.05 1.67 -0.03
H -1.57 -0.45 -4.89
H -2.97 -1.77 -0.26
H -0.01 0.87 5.66
H 2.32 -1.09 0.34
H 2.74 -4.07 -1.39
H 3.28 2.66 -1.00
H 1.88 2.31 -4.83
H -0.54 -1.75 0.17
H 0.31 -0.70 1.39
H 0.11 3.10 -1.26
H -4.17 2.87 -0.40
H -0.36 -3.17 2.82
H -3.50 1.48 -4.64
H 0.00 2.42 1.34
H -4.32 -2.54 -1.19
H -0.50 4.88 2.59
H 0.36 2.81 3.07
H 1.85 -2.79 0.75
H -2.49 -4.54 1.37
H -1.43 3.87 -1.81
H -4.28 -0.79 -0.81
H 5.63 -2.50 0.10
H -2.30 -3.90 -1.36
H -1.45 -0.90 1.34
H -1.33 2.90 2.44
H 0.60 0.42 4.11
H 2.52 3.79 1.11
H 1.48 -0.15 5.55
H -0.96 -3.18 -2.94
H -1.90 2.39 -6.14
H -1.53 -1.05 3.46
H 4.55 4.06 1.91
H 3.77 -1.98 -1.39

Calculated values
HOMO energy: -9.391 eV
orbital gap: 9.8 eV
E_LUMO: 0.41 eV

Atomic partial charges in e from the Mulliken method, atoms 1 to 2: atom 1 (O): -0.624, atom 2 (O): -0.529

Most stable to least stable, the ends of the list are #two and #one.

#one
Here is 12 unconnected molecules or ions with the total composition C5H37N3O11 from OMol25. Energies are from ωB97M-V with the def2-TZVPD basis set.

Cartesian coordinates (Å):
O -0.99 2.89 -0.33
O -2.18 -1.04 -0.81
O -0.99 -4.50 0.09
O 1.16 4.53 -2.98
O 1.32 -3.79 -1.31
O 3.58 -0.46 3.06
O -1.09 5.68 1.17
O 0.92 3.85 2.13
O -2.44 -3.10 -2.13
O 0.32 -4.74 -4.06
O -2.26 2.06 2.75
N -1.48 -1.25 2.75
N 0.25 1.09 1.87
N 0.29 -1.01 -1.80
C 2.30 0.68 -1.69
C 0.23 -0.26 1.30
C 1.00 0.18 -1.06
C -0.62 -1.21 1.69
C 1.38 -0.33 0.36
H -2.13 -2.00 2.92
H -1.43 -0.58 3.49
H 0.84 4.52 -3.89
H 2.00 -1.25 0.28
H -2.80 -1.37 -1.47
H -1.77 5.76 1.83
H -0.49 -2.18 1.19
H -2.64 2.50 3.53
H 1.48 5.44 -2.96
H 1.76 4.33 2.17
H 2.32 1.77 -1.78
H 3.41 -1.40 3.00
H -2.90 -3.40 -2.93
H 4.22 -0.35 3.81
H 1.75 -4.56 -0.91
H 3.15 0.56 -0.97
H -0.59 3.39 -1.07
H 2.65 0.07 -2.51
H -1.89 -4.39 0.44
H 0.14 -4.76 -5.00
H 0.70 -0.98 -2.75
H 0.16 0.87 -1.04
H 2.05 0.44 0.75
H -0.95 3.61 0.32
H 1.15 1.30 2.35
H -2.41 -0.17 -0.45
H 0.19 1.83 1.17
H -0.43 -4.47 0.88
H -0.62 1.21 2.46
H -2.18 -3.88 -1.60
H 0.17 4.43 2.02
H 0.33 -5.63 -3.70
H -1.02 6.40 0.53
H 0.39 -1.89 -1.27
H -0.76 -0.83 -1.76
H 0.97 -4.22 -2.08
H -2.40 2.66 2.01

Calculated values
HOMO energy: -14.191 eV
orbital gap: 9.4 eV
total charge: +2
E_LUMO: -4.81 eV

Atomic partial charges in e from the Mulliken method, atoms 1 to 2: atom 1 (O): -0.567, atom 2 (O): -0.599

#two
Here is a molecular structure, C5H37N3O11 from OMol25. Energies are from ωB97M-V with the def2-TZVPD basis set.

Cartesian coordinates (Å):
O 2.43 -3.24 0.42
O 3.35 -0.04 1.56
O -0.66 -0.70 1.75
O -4.08 -0.87 0.21
O 4.04 1.34 -0.89
O 1.48 -0.71 3.30
O -3.07 0.74 2.11
O 2.47 0.28 -2.79
O 4.14 -0.74 -2.74
O -2.34 -2.72 1.01
O -3.67 1.46 -1.01
N -2.90 3.69 1.02
N 0.48 -1.53 -0.09
N -1.26 2.25 0.18
C 0.12 1.81 0.08
C -0.30 -0.51 -0.94
C 0.29 0.87 -1.06
C -0.68 -1.18 -2.25
C -1.64 3.29 0.92
H 3.83 0.69 -1.57
H 2.81 -2.56 1.00
H -3.59 2.95 0.81
H -3.08 4.59 1.46
H -0.23 -2.12 0.41
H 0.92 -2.23 -0.72
H 1.46 0.85 -1.35
H 0.12 -0.96 2.30
H -0.87 3.92 1.34
H -4.97 -1.24 0.15
H -1.23 -2.12 -2.05
H -0.13 1.39 -1.95
H -2.71 -3.15 1.80
H 0.43 1.32 1.02
H 3.95 -1.18 -3.57
H 1.18 -1.01 0.44
H -4.18 1.89 -1.71
H 4.62 -1.41 -2.24
H -1.20 -0.36 -0.26
H 3.42 0.14 -2.93
H 0.15 -1.54 -2.92
H 2.15 0.28 -3.71
H -1.98 1.67 -0.23
H 2.39 -3.99 1.03
H 3.41 0.41 0.70
H -1.21 -0.52 -2.94
H -1.79 -1.99 1.36
H -1.23 -0.11 2.28
H -3.49 -1.67 0.21
H -3.62 0.78 2.93
H 4.97 1.56 -0.93
H 2.19 -1.36 3.24
H -3.53 0.24 1.40
H 0.85 2.66 0.00
H -4.21 0.66 -0.81
H 4.25 -0.11 1.91
H 1.96 0.13 3.32

Calculated values
HOMO energy: -15.584 eV
orbital gap: 10.7 eV
total charge: +2
E_LUMO: -4.93 eV

Atomic partial charges in e from the Mulliken method, atoms 1 to 2: atom 1 (O): -0.631, atom 2 (O): -0.535

Most stable to least stable, the ends of the list are #one and #two.